A structure of composition C3H7NO2. Source: the OMol25 dataset; level of theory: the ωB97M-V functional and the def2-TZVPD basis.

Last column: natural (NBO) charge in e.
Element x y z (Å)
C 0.717 -0.760 0.101  -0.5025
C 1.592 0.576 0.161  -0.0507
C 0.077 -0.008 -1.076  0.3953
N -1.927 -0.092 0.678  -0.5470
O 0.708 1.226 -0.700  -0.4935
O -1.688 0.106 -0.674  -0.4913
H 1.234 -1.646 -0.101  0.2167
H 0.031 -0.645 0.906  0.2734
H 1.744 0.989 1.118  0.1731
H 2.647 0.603 -0.291  0.1614
H -0.108 -0.354 -2.036  0.1915
H -2.709 -0.777 0.789  0.3397
H -2.318 0.782 1.126  0.3339

As for the HOMO-LUMO gap: 9.85 eV. As for the HOMO energy: -8.8 eV. The calculation puts the energy above the lowest of the compared OMol25 structures with the same formula, charge and spin at 128.1 kcal per mole.

***

A structure of composition C2H2I3N3. Source: the OMol25 dataset; level of theory: the ωB97M-V functional and the def2-TZVPD basis.

Last column: natural (NBO) charge in e.
Element x y z (Å)
C 1.013 0.908 0.882  -0.0049
C -0.578 -1.033 2.503  -0.4434
N 0.161 0.467 0.122  -0.6889
N -0.556 -0.731 3.727  0.0192
N -0.594 -0.320 4.776  -0.0058
I 0.476 2.325 2.384  0.1862
I 0.576 -2.720 2.159  0.1292
I 3.110 0.335 0.940  0.1378
H -0.974 -0.644 1.565  0.2900
H 0.605 -0.038 -0.639  0.3805

As for the HOMO-LUMO gap: 7.48 eV. As for the HOMO energy: -8.3 eV.

***

A cluster of 2 separate species, C2H4N2O in total. Source: the OMol25 dataset; level of theory: the ωB97M-V functional and the def2-TZVPD basis.

Last column: natural (NBO) charge in e.
Element x y z (Å)
C 1.602 0.008 -0.095  0.6755
C -1.981 0.005 0.215  0.2558
N 2.532 0.651 0.250  -0.7401
N 0.497 -0.406 -0.235  -0.7728
O -2.266 0.886 -0.554  -0.5002
H -1.486 0.264 1.117  0.1348
H -2.109 -1.101 -0.018  0.1019
H -0.293 -0.740 -0.784  0.4405
H 3.504 0.434 0.105  0.4046

As for the HOMO-LUMO gap: 10.76 eV. As for the SMILES: N=C=N.C=O. As for the HOMO energy: -10.0 eV. The calculation puts the energy above the lowest of the compared OMol25 structures with the same formula, charge and spin at 52.0 kcal per mole.

***

The molecule C8H18N4S. Source: the OMol25 dataset; level of theory: the ωB97M-V functional and the def2-TZVPD basis.

Last column: natural (NBO) charge in e.
Element x y z (Å)
S 3.028 1.558 -0.640  -0.1915
N 0.774 1.445 0.678  -0.5668
C 2.172 1.073 0.685  0.2526
C -0.143 0.759 0.146  0.6244
N 2.743 0.700 1.968  -0.4496
N -1.307 1.425 0.076  -0.4456
N -0.010 -0.409 -0.659  -0.4685
C 1.865 0.685 3.157  -0.4062
C 4.209 0.542 2.175  -0.4176
C -2.510 0.685 0.468  -0.4192
C -1.405 2.901 -0.140  -0.3833
C -0.685 -0.679 -1.959  -0.4052
C 0.872 -1.506 -0.190  -0.4224
H 2.340 0.005 3.873  0.2000
H 0.931 0.188 3.007  0.2140
H 1.747 1.724 3.614  0.2032
H 4.786 0.903 1.370  0.2414
H 4.486 0.955 3.144  0.2010
H 4.633 -0.473 2.144  0.1950
H -2.576 -0.375 0.260  0.2134
H -3.196 1.186 -0.239  0.1865
H -3.032 0.905 1.346  0.1902
H -1.397 3.456 0.747  0.1948
H -0.578 3.122 -0.822  0.2251
H -2.258 3.053 -0.713  0.1892
H -1.401 -1.543 -1.755  0.1849
H -1.272 0.203 -2.398  0.2266
H 0.132 -0.948 -2.633  0.2087
H 1.720 -1.403 -0.880  0.2071
H 1.304 -1.223 0.811  0.2197
H 0.433 -2.510 -0.238  0.1981

As for the HOMO-LUMO gap: 8.22 eV. As for the SMILES: CN(C)C(=S)N=C(N(C)C)N(C)C. As for the HOMO energy: -7.5 eV.

***

A structure of composition C33H27FeNO5P2. Source: the OMol25 dataset; level of theory: the ωB97M-V functional and the def2-TZVPD basis.

Last column: Löwdin spin population.
Element x y z (Å)
Fe -0.077 -0.134 -0.163  3.6899
O -5.195 0.689 -3.435  -0.0003
C -4.041 0.532 -2.747  -0.0005
C -2.967 1.411 -2.895  0.0017
C -1.837 1.160 -2.142  0.0041
N -1.794 0.129 -1.324  0.0441
C -2.794 -0.723 -1.173  0.0040
C -3.968 -0.560 -1.876  0.0015
C -2.455 -1.829 -0.176  0.0084
O -3.279 -2.673 0.106  0.0118
O -1.246 -1.725 0.299  0.0825
C -0.549 1.967 -2.115  0.0083
O -0.461 2.984 -2.775  0.0121
O 0.356 1.451 -1.344  0.0775
H -5.133 1.460 -4.009  0.0000
H -2.998 2.261 -3.565  0.0005
H -4.794 -1.247 -1.765  0.0005
C 3.305 0.184 0.893  0.0025
C 2.505 1.399 1.375  0.0009
P 1.248 0.865 2.641  -0.0039
C 1.618 2.077 3.971  -0.0024
C 2.906 2.103 4.507  -0.0002
C 3.216 2.943 5.564  -0.0001
C 2.238 3.763 6.112  0.0001
C 0.952 3.732 5.598  0.0000
C 0.642 2.892 4.536  0.0003
C -0.309 1.524 1.949  0.0044
C -1.476 0.785 2.170  0.0095
C -2.711 1.246 1.725  0.0003
C -2.789 2.448 1.044  0.0042
C -1.638 3.196 0.808  0.0004
C -0.413 2.740 1.259  0.0073
P 2.090 -1.146 0.455  0.0156
C 2.761 -1.988 -1.012  0.0027
C 1.884 -2.851 -1.672  0.0026
C 2.307 -3.561 -2.783  0.0000
C 3.606 -3.409 -3.252  0.0011
C 4.479 -2.548 -2.605  0.0002
C 4.059 -1.839 -1.486  0.0013
C 2.225 -2.438 1.729  0.0033
C 3.481 -2.917 2.097  0.0008
C 3.589 -3.928 3.038  0.0002
C 2.440 -4.471 3.602  -0.0001
C 1.191 -4.008 3.221  0.0000
C 1.077 -2.988 2.284  0.0001
H 3.994 -0.186 1.651  0.0003
H 3.870 0.450 -0.001  0.0000
H 1.989 1.807 0.509  0.0005
H 3.143 2.163 1.816  0.0001
H 3.677 1.456 4.101  0.0000
H 4.222 2.956 5.965  0.0000
H 2.481 4.419 6.938  0.0000
H 0.183 4.366 6.021  0.0000
H -0.367 2.882 4.141  0.0003
H -1.417 -0.165 2.689  0.0002
H -3.602 0.657 1.901  -0.0001
H -3.747 2.805 0.684  0.0003
H -1.693 4.127 0.259  -0.0001
H 0.474 3.331 1.065  0.0002
H 0.868 -2.968 -1.307  0.0007
H 1.621 -4.229 -3.287  0.0000
H 3.936 -3.959 -4.123  0.0001
H 5.490 -2.426 -2.969  0.0000
H 4.757 -1.175 -0.992  0.0001
H 4.375 -2.509 1.640  0.0001
H 4.564 -4.298 3.327  0.0000
H 2.522 -5.262 4.335  0.0000
H 0.297 -4.440 3.652  0.0000
H 0.102 -2.631 1.971  0.0000

As for the HOMO-LUMO gap (alpha / beta): 8.64 / 8.61 eV. The spin multiplicity is 5. As for the HOMO energy (alpha / beta): -8.4 / -8.4 eV. The calculation puts the energy above the lowest of the compared OMol25 structures with the same formula, charge and spin at 0.0 kcal per mole.

***

A cluster of 2 separate species, C3H10NO2 in total. Source: the OMol25 dataset; level of theory: the ωB97M-V functional and the def2-TZVPD basis.

Last column: natural (NBO) charge in e.
Element x y z (Å)
C 1.055 -0.327 0.229  -0.0563
O 0.873 1.032 0.428  -0.9400
C -0.214 -1.179 0.452  -0.0577
C -1.200 -1.033 -0.721  -0.6304
N -0.924 -0.986 1.730  -0.8521
H 1.260 -0.515 -0.843  0.1114
H 1.846 -0.692 0.898  0.1076
H 0.146 -2.224 0.458  0.1367
H -1.361 0.022 -0.927  0.2355
H -2.091 -1.613 -0.489  0.1885
H -0.732 -1.526 -1.572  0.1927
H -1.414 -0.095 1.655  0.3503
H -0.200 -0.748 2.410  0.3443
H 0.548 1.672 -0.828  0.4990
H 1.084 2.155 -2.203  0.4294
O 0.242 2.115 -1.751  -1.0589

As for the HOMO-LUMO gap: 7.83 eV. Its total charge is -1. As for the HOMO energy: -3.4 eV. The calculation puts the energy above the lowest of the compared OMol25 structures with the same formula, charge and spin at 3.7 kcal per mole.

***

The F_max results, record by record, are as follows: 6.10, 2.51, 3.97, 4.95, 0.44, 1.88 eV Å⁻¹.